(1)
DFT (ωB97M-V/def2-TZVPD) results for a cluster of 5 separate species, C45H53ClI2O13 in total in a non-equilibrium geometry.

Computed properties:
molar mass	1091.2	g mol⁻¹
LUMO	-1.07	eV
energy	-3780.026722	Ha
frontier orbital gap	7.6	eV

Structure (ORCA input):
```
! wB97M-V def2-TZVPD RIJCOSX def2/J DEFGRID3
* xyz 0 1
C 4.19125 -0.01258 1.51224
C 5.02942 0.02365 0.16006
C 4.40110 -0.96704 -0.92170
C 2.82963 -1.02613 -0.88931
C 2.08626 -2.17472 -0.27442
C 2.92598 -3.36703 0.30368
C 3.19922 -4.55403 -0.71237
C 1.98066 -5.53577 -0.92619
I 3.88215 -3.94745 -2.68258
C 0.58781 -2.13786 -0.23453
I -0.50947 -3.75548 0.71984
C -0.14153 -0.99624 -0.84501
C 0.61462 0.14023 -1.46754
C 2.09697 0.13965 -1.48712
C 2.86720 1.34820 -2.11713
C 2.84058 2.46201 -0.86142
C 4.18534 3.37196 -0.75782
O 2.80222 3.87101 -1.27370
C -0.23472 1.29870 -2.10353
O 0.15574 2.44051 -2.19565
C -1.63510 0.84250 -2.66340
O -2.12539 1.57205 -3.76909
C -2.65233 2.82745 -3.42192
O -2.53083 3.71170 -4.27095
C -3.42310 3.15411 -2.07304
C -2.71418 3.36828 -0.81204
C -3.44132 3.71854 0.44436
C -4.90410 3.82247 0.51207
C -5.65865 3.60318 -0.75888
C -4.95518 3.30363 -2.01103
C -2.33268 -0.19801 -2.13714
C -3.69730 -0.76599 -2.63144
Cl -5.15100 0.08165 -1.87701
C -3.84812 -0.88541 -4.19965
C -4.30724 -2.35072 -4.61904
C -1.69275 -0.91264 -0.88160
O -2.45031 -1.31253 -0.02708
H 4.85591 0.30658 2.37118
H 3.93160 -1.09681 1.69463
H 3.27490 0.63678 1.42979
H 5.19468 1.05659 -0.24297
H 6.04698 -0.39812 0.41447
H 4.76807 -0.63512 -1.94044
H 4.87989 -1.96893 -0.75121
H 3.92997 -2.99826 0.66184
H 2.40605 -3.73829 1.23420
H 4.03040 -5.17285 -0.26286
H 1.52562 -5.76802 0.07393
H 2.23668 -6.46976 -1.48752
H 1.20727 -4.95652 -1.52058
H 3.94512 1.14731 -2.32515
H 2.31840 1.84686 -2.95548
H 2.33492 2.14117 0.12897
H 4.94586 3.28326 -1.56957
H 4.23087 4.05438 0.12337
H -1.60405 3.30734 -0.73517
H -2.84845 3.90318 1.37071
H -5.45436 4.06412 1.45275
H -6.79082 3.68317 -0.68159
H -5.60244 3.15350 -2.90976
H -3.76059 -1.82071 -2.22657
H -4.69565 -0.20333 -4.51975
H -2.95394 -0.54181 -4.78496
H -5.33173 -2.56628 -4.19849
H -4.34168 -2.46129 -5.74392
H -3.51673 -3.05315 -4.23798
O -9.20643 3.57902 -0.35715
C -9.26965 3.35641 -1.53336
C -10.10594 2.28016 -2.18246
C -9.50519 2.20265 -3.57272
C -8.99981 3.61262 -3.78521
O -8.61740 4.08000 -2.48263
H -11.14793 2.60584 -2.20639
H -10.00992 1.33577 -1.65005
H -10.20945 1.87777 -4.33896
H -8.66423 1.50350 -3.57053
H -9.77385 4.27673 -4.17929
H -8.13724 3.64165 -4.45123
O 2.62708 -6.16585 2.49075
C 3.19824 -5.48843 3.30066
C 3.91680 -5.98728 4.52873
C 4.08011 -4.71608 5.34127
C 4.14806 -3.65100 4.26799
O 3.31821 -4.13675 3.20106
H 4.88026 -6.40672 4.23220
H 3.32090 -6.72928 5.05675
H 4.95087 -4.72253 5.99604
H 3.19286 -4.56099 5.96198
H 5.16261 -3.51146 3.88442
H 3.76820 -2.69115 4.61868
O -3.14991 8.08463 0.20096
C -3.18776 7.74425 -0.94964
C -2.48229 8.42323 -2.09717
C -3.18915 7.83028 -3.30182
C -3.60717 6.46419 -2.79618
O -3.85231 6.64837 -1.39121
H -1.42402 8.15508 -2.07234
H -2.60573 9.50368 -2.04818
H -2.56842 7.78535 -4.19713
H -4.07602 8.42618 -3.53622
H -2.82494 5.71280 -2.91343
H -4.51086 6.10090 -3.28523
O 6.84518 -6.74014 5.94719
C 7.41315 -6.05268 6.74919
C 8.13705 -6.53918 7.98027
C 8.29459 -5.26062 8.78429
C 8.35399 -4.20284 7.70218
O 7.52561 -4.70195 6.64099
H 9.10165 -6.95603 7.68364
H 7.54622 -7.28119 8.51390
H 9.16678 -5.25674 9.43810
H 7.40804 -5.10641 9.40527
H 9.36639 -4.05971 7.31534
H 7.96921 -3.24285 8.04587
*
```

Atomic partial charges in e from the Mulliken method, atoms 1 to 8: number 1, C, carries -0.3541; number 2, C, carries -0.3906; number 3, C, carries -1.4048; number 4, C, carries 0.3671; number 5, C, carries 1.2412; number 6, C, carries -0.6661; number 7, C, carries -0.5563; number 8, C, carries -1.0300

***

(2)
DFT (ωB97M-V/def2-TZVPD) results for a cluster of 6 separate species, C45H53F4N2O2 in total in a non-equilibrium geometry.

Computed properties:
molar mass	729.9	g mol⁻¹
LUMO	-3.70	eV
energy	-2405.743319	Ha
frontier orbital gap	6.5	eV
relative energy (zero: lowest compared OMol25 entry of this formula, charge and spin)	0.0	kcal per mole

Structure (ORCA input):
```
! wB97M-V def2-TZVPD RIJCOSX def2/J DEFGRID3
* xyz 1 1
C 0.70154 2.72422 -2.05449
C -0.40035 1.66396 -2.30677
F -0.86351 1.24985 -1.07012
C -1.53632 2.15358 -3.25184
N -2.83706 2.29566 -2.58839
C -3.48974 1.15996 -2.26536
C -4.70401 1.13321 -1.67318
C -5.29576 -0.24180 -1.34547
C -6.61978 -0.46253 -2.11847
O -7.64642 -0.69739 -1.16720
C -6.53948 -1.60999 -3.12389
F -7.74076 -1.68941 -3.74915
F -5.61389 -1.36881 -4.06772
F -6.32691 -2.79230 -2.55343
C -5.34248 2.36753 -1.38988
C -6.69379 2.38023 -0.71757
C -7.32215 3.77331 -0.48739
N -6.65091 4.61529 0.50051
C -4.65120 3.51655 -1.72663
C -3.41496 3.47343 -2.32498
C -2.74994 4.79067 -2.69059
C -3.77481 5.86888 -3.07302
O -4.59239 5.38929 -4.13464
H 0.80483 3.43202 -2.87907
H 0.47620 3.21477 -1.09884
H 1.62606 2.16654 -1.87058
H 0.11446 0.83981 -2.81599
H -1.19719 3.04464 -3.77132
H -1.66448 1.38762 -4.02544
H -2.99129 0.22356 -2.49868
H -5.41320 -0.28704 -0.25789
H -4.53407 -0.98113 -1.61960
H -6.85696 0.46422 -2.65776
H -8.47642 -0.53575 -1.63854
H -6.58629 1.86540 0.25123
H -7.42890 1.78811 -1.27097
H -7.49054 4.29254 -1.43955
H -8.33220 3.58133 -0.09396
H -6.17240 4.08186 1.21292
H -6.05830 5.32298 0.09490
H -5.14566 4.45102 -1.51558
H -2.06151 4.72618 -3.53422
H -2.21833 5.20243 -1.82031
H -3.24042 6.75122 -3.45566
H -4.36955 6.20831 -2.21236
H -5.22181 6.08852 -4.35412
C -7.09435 9.27967 -7.14906
C -6.08072 8.49345 -6.61844
C -5.66554 7.34942 -7.28784
C -6.25755 6.99642 -8.49296
C -7.26823 7.78466 -9.02479
C -7.68948 8.92375 -8.35119
H -7.42009 10.16991 -6.62622
H -5.61379 8.77406 -5.68101
H -4.87773 6.73214 -6.87084
H -5.93074 6.10735 -9.01729
H -7.72902 7.51103 -9.96532
H -8.48126 9.53511 -8.76445
C 1.45230 -0.17047 1.94358
C 2.43834 -0.98422 2.48371
C 2.87910 -2.09960 1.78455
C 2.34065 -2.39724 0.54034
C 1.35666 -1.58148 -0.00174
C 0.90840 -0.46959 0.70065
H 1.10719 0.69781 2.49143
H 2.86377 -0.74867 3.45124
H 3.64425 -2.73750 2.20980
H 2.68833 -3.26504 -0.00657
H 0.93759 -1.81391 -0.97417
H 0.13746 0.16297 0.27746
C 4.74970 -5.52107 3.58836
C 5.73664 -6.33292 4.13032
C 6.17821 -7.44910 3.43288
C 5.63923 -7.74820 2.18870
C 4.65490 -6.93450 1.64504
C 4.20730 -5.82329 2.34662
H 4.40271 -4.65202 4.13465
H 6.16151 -6.09590 5.09787
H 6.94400 -8.08601 3.85864
H 5.98719 -8.61623 1.64310
H 4.23573 -7.16716 0.67396
H 3.43481 -5.19139 1.92482
C 4.72456 -0.20419 5.86276
C 5.87172 -0.17015 5.08144
C 6.84065 0.79648 5.31302
C 6.66623 1.72318 6.33198
C 5.52050 1.68666 7.11532
C 4.54739 0.72559 6.87840
H 3.96698 -0.95713 5.68055
H 6.01077 -0.89756 4.29076
H 7.73259 0.82707 4.70009
H 7.42417 2.47409 6.51580
H 5.38589 2.40849 7.91104
H 3.65153 0.70020 7.48608
C 9.72670 -9.81186 6.58961
C 9.42250 -8.84642 5.63976
C 9.96781 -8.92913 4.36501
C 10.81015 -9.98321 4.03832
C 11.11129 -10.95045 4.98734
C 10.57306 -10.86284 6.26396
H 9.30411 -9.74536 7.58428
H 8.75998 -8.02757 5.89357
H 9.73560 -8.17219 3.62562
H 11.23196 -10.05059 3.04337
H 11.76705 -11.77328 4.73185
H 10.81247 -11.61462 7.00532
*
```

Atomic partial charges in e from the Mulliken method, atoms 1 to 8: number 1, C, carries -1.4514; number 2, C, carries 0.7448; number 3, F, carries -0.3610; number 4, C, carries -1.3864; number 5, N, carries 0.3237; number 6, C, carries -0.2880; number 7, C, carries -0.0558; number 8, C, carries -1.5882

***

(3)
DFT (ωB97M-V/def2-TZVPD) results for a cluster of 3 separate species, C45H53FN2O5PS in total.

Computed properties:
molar mass	784.0	g mol⁻¹
LUMO	-2.77	eV
energy	-3071.452111	Ha
frontier orbital gap	8.2	eV

Structure (ORCA input):
```
! wB97M-V def2-TZVPD RIJCOSX def2/J DEFGRID3
* xyz 1 1
C 4.26369 0.20891 6.07045
C 4.91404 0.61499 4.73862
C 3.90399 1.07091 3.71030
O 3.39389 2.34627 4.15657
C 2.83550 3.27096 3.34120
C 3.09435 3.27441 1.84271
P 4.92244 3.36891 1.30223
C 5.81770 3.84591 2.84025
C 4.83950 4.98890 0.39018
C 4.96961 6.28148 1.19095
N 2.41778 2.16681 1.17397
C 1.42491 1.39001 1.88527
C 0.49817 2.12348 2.88900
S 0.12897 0.97434 4.27552
C -0.74885 2.65694 2.11369
C -1.71620 1.52044 1.77162
C -1.53229 3.85353 2.68984
C -2.59730 3.51428 3.74053
C -3.00829 4.73087 4.56078
N 1.25888 3.31271 3.47848
C 0.79651 3.81229 4.84883
C 1.01144 5.30950 4.98377
F 1.49411 3.14214 5.79980
H 4.67781 0.77010 6.90661
H 4.41322 -0.84900 6.28115
H 3.18778 0.39596 6.05893
H 5.45941 -0.22145 4.29570
H 5.63241 1.42119 4.89776
H 4.32784 1.16900 2.70580
H 3.08195 0.35194 3.68008
H 3.11729 4.25254 3.72675
H 2.66960 4.23269 1.50522
H 6.10410 2.94186 3.37433
H 5.30102 4.51586 3.52689
H 6.74033 4.33535 2.52249
H 5.62123 4.93444 -0.37121
H 3.89470 4.98634 -0.16173
H 4.30544 6.29844 2.06031
H 5.98617 6.43130 1.55331
H 4.72056 7.14141 0.56829
H 2.08855 2.44263 0.25982
H 0.77401 0.94218 1.13689
H 1.90137 0.55943 2.39892
H -0.11340 -0.05162 3.44482
H -0.32904 2.99129 1.15219
H -1.23989 0.72297 1.19989
H -2.52064 1.91613 1.15011
H -2.16327 1.08638 2.66353
H -0.87604 4.63268 3.09448
H -2.01651 4.34096 1.83972
H -3.47902 3.11565 3.23585
H -2.24864 2.71384 4.39945
H -3.38603 5.53075 3.92030
H -3.79800 4.47896 5.26793
H -2.17342 5.13407 5.14183
H 1.02531 4.09226 2.85848
H -0.24907 3.52183 4.93394
H 1.45312 5.49996 5.96033
H 1.68072 5.72058 4.22633
H 0.06670 5.84560 4.92213
C -2.21711 -5.24654 -0.80269
C -1.80334 -5.60690 -2.08014
C -0.63769 -5.07658 -2.60825
C 0.11850 -4.17865 -1.86601
C -0.29755 -3.81732 -0.58103
C -1.46594 -4.35657 -0.05356
C 0.47970 -2.84691 0.23143
O 0.11533 -2.49281 1.33707
C 1.72287 -2.28554 -0.37366
C 2.46957 -1.37998 0.36594
C 3.59458 -0.79180 -0.18009
C 4.00250 -1.12258 -1.46787
C 3.28223 -2.05533 -2.19849
C 2.13819 -2.63493 -1.65720
C 1.35986 -3.61602 -2.47221
O 1.72435 -3.93202 -3.58278
H -3.12890 -5.66192 -0.39451
H -2.40065 -6.28996 -2.67045
H -0.29711 -5.34593 -3.59918
H -1.76933 -4.06593 0.94305
H 2.14304 -1.14875 1.36959
H 4.14796 -0.06200 0.39778
H 4.87832 -0.65498 -1.89801
H 3.58130 -2.34076 -3.19814
C -8.91820 -5.58724 -6.80009
C -8.44731 -6.29151 -5.69732
C -7.12227 -6.17649 -5.31322
C -6.25922 -5.35891 -6.03404
C -6.73036 -4.65765 -7.14534
C -8.06313 -4.77230 -7.52245
C -5.82722 -3.78614 -7.95241
O -6.23932 -3.16224 -8.90524
C -4.39384 -3.71324 -7.54197
C -3.51673 -2.94263 -8.29663
C -2.18411 -2.85470 -7.93165
C -1.72071 -3.53099 -6.80775
C -2.59074 -4.29899 -6.05354
C -3.92880 -4.39753 -6.41918
C -4.84016 -5.24484 -5.59648
O -4.43230 -5.81750 -4.60730
H -9.95492 -5.67761 -7.09674
H -9.11713 -6.93200 -5.13866
H -6.73583 -6.71367 -4.45782
H -8.40741 -4.21826 -8.38511
H -3.89904 -2.42346 -9.16502
H -1.50158 -2.25957 -8.52423
H -0.67841 -3.46080 -6.52368
H -2.25218 -4.83449 -5.17692
*
```

Atomic partial charges in e from the Mulliken method, atoms 1 to 8: number 1, C, carries -1.1766; number 2, C, carries -0.7185; number 3, C, carries 0.1256; number 4, O, carries -0.3130; number 5, C, carries -1.3680; number 6, C, carries -0.4257; number 7, P, carries 0.0839; number 8, C, carries -1.1491

***

(4)
DFT (ωB97M-V/def2-TZVPD) results for a structure of composition C45H54As4Cl2F3O2PRe.

Computed properties:
molar mass	1271.7	g mol⁻¹
LUMO (alpha / beta)	-6.22 / -7.54	eV
energy	-12479.839664	Ha
frontier orbital gap (alpha / beta)	6.1 / 4.8	eV
relative energy (zero: lowest compared OMol25 entry of this formula, charge and spin)	1.4	kcal per mole

Structure (ORCA input):
```
! wB97M-V def2-TZVPD RIJCOSX def2/J DEFGRID3
* xyz 2 4
Re -1.17864 -0.09337 -1.01748
C -4.79919 -0.60374 -2.05198
As -3.13579 -1.56406 -1.89031
C -2.83965 -2.21219 -3.69339
C -3.68714 -3.14621 -0.91174
C -2.61718 -4.12669 -0.37211
C -3.04345 -5.55913 -0.73561
C -1.24791 -3.94188 -1.05307
As -0.11675 -2.40331 -0.63078
C 0.74999 -2.89558 1.01865
C 1.25133 -2.73858 -1.96696
C -2.43708 -3.98775 1.14729
As -3.79824 -4.52467 2.53340
C -4.38772 -2.72060 3.02796
C -5.43626 -5.00188 1.56051
H -5.51809 -1.26381 -2.53616
H -4.65934 0.29377 -2.65161
H -5.14916 -0.32896 -1.05932
H -3.46227 -3.09200 -3.84756
H -1.79463 -2.46125 -3.86158
H -3.13668 -1.44062 -4.40286
H -4.33524 -3.64689 -1.63577
H -4.32205 -2.78469 -0.10515
H -2.96460 -5.73082 -1.81199
H -4.07210 -5.74857 -0.44622
H -2.40903 -6.29026 -0.23053
H -1.33075 -3.95432 -2.14335
H -0.60625 -4.78645 -0.78778
H 0.99469 -3.95340 0.92630
H 0.09086 -2.73101 1.86448
H 1.65856 -2.31654 1.14477
H 1.42423 -3.81379 -1.99753
H 2.17904 -2.23782 -1.70473
H 0.92094 -2.39061 -2.94441
H -2.18912 -2.95305 1.40259
H -1.57095 -4.59568 1.42380
H -3.52569 -2.10840 3.29138
H -5.02157 -2.81364 3.90895
H -4.95277 -2.22411 2.23937
H -5.41372 -6.04500 1.25415
H -5.68004 -4.36926 0.71022
H -6.23109 -4.89231 2.29965
Cl -3.70504 4.69891 -6.09560
C -3.20949 3.76340 -4.73980
C -3.59931 4.15861 -3.45517
C -3.22501 3.43447 -2.33884
Cl -3.70295 3.94661 -0.77281
C -2.45486 2.28165 -2.48073
O -2.10747 1.59445 -1.39042
C -2.05401 1.89798 -3.77001
C -1.18188 0.79307 -3.98681
O -0.73197 0.02162 -3.11725
C -2.43473 2.64454 -4.90360
H -4.20321 5.04813 -3.33191
H -0.86158 0.60072 -5.01558
H -2.10953 2.34160 -5.89081
F -1.37858 -0.63328 1.90334
C -2.09845 -0.02603 0.92216
F -2.34840 1.21719 1.34800
F -3.31284 -0.65447 0.89540
C 2.26373 0.24498 0.31443
C 3.54505 1.02318 0.58149
As 4.70964 -0.03977 1.79462
C 5.82727 1.42791 2.41049
C 6.13904 2.51108 1.59520
C 6.99019 3.51091 2.05276
C 7.53065 3.43549 3.32655
C 7.23007 2.35177 4.14037
C 6.38543 1.35087 3.68384
C 3.42323 -0.07395 3.26263
C 2.89428 -1.31013 3.62752
C 1.92213 -1.40436 4.61842
C 1.48348 -0.25792 5.26413
C 2.01980 0.97874 4.92033
C 2.97914 1.07203 3.92118
P 0.94280 1.19859 -0.49082
C 0.75576 2.64307 0.57220
C 1.22145 3.90804 0.20926
C 1.13665 4.95774 1.11109
C 0.59439 4.75436 2.37309
C 0.16356 3.49025 2.74794
C 0.24935 2.43488 1.85469
C 1.52136 1.72779 -2.11885
C 2.47677 0.96768 -2.79214
C 2.83602 1.28596 -4.09473
C 2.24153 2.36420 -4.73564
C 1.28477 3.12384 -4.07231
C 0.91905 2.80369 -2.77299
H 1.81789 -0.08560 1.25941
H 2.45357 -0.65009 -0.27769
H 3.33579 1.98691 1.04795
H 4.09339 1.20425 -0.34338
H 5.73771 2.58587 0.59184
H 7.23241 4.34734 1.41017
H 8.18953 4.21540 3.68392
H 7.65647 2.28347 5.13250
H 6.16099 0.50991 4.33025
H 3.26997 -2.21342 3.15777
H 1.53325 -2.37281 4.90804
H 0.74594 -0.32971 6.05290
H 1.69986 1.87049 5.44440
H 3.39894 2.04008 3.67009
H 1.67800 4.08102 -0.75520
H 1.50567 5.93453 0.82890
H 0.52386 5.57875 3.07012
H -0.23274 3.31996 3.73974
H -0.05364 1.44938 2.18482
H 2.96011 0.13156 -2.30374
H 3.59130 0.70155 -4.60297
H 2.53519 2.62260 -5.74444
H 0.83213 3.97564 -4.56356
H 0.16760 3.40198 -2.26965
*
```

Atomic partial charges in e from the Mulliken method, atoms 1 to 8: number 1, Re, carries 1.3287; number 2, C, carries -1.2074; number 3, As, carries 0.7836; number 4, C, carries -1.3872; number 5, C, carries -1.5699; number 6, C, carries 3.1817; number 7, C, carries -1.9808; number 8, C, carries -2.9312